(1)
The following is a quantum chemistry calculation of 2 unconnected molecules or ions with the total composition C4H10O4, from the OMol25 dataset.

Maximum force ... 0.04982 hartree/bohr
Gap between HOMO and LUMO ... 11.322 eV
M ... 122.12 g mol⁻¹
HOMO ... -10.575 eV
Energy above the lowest of the compared OMol25 structures with the same formula, charge and spin ... 1.2367 eV

Element x y z (Å)
H1 -0.19 1.33 1.75
H2 0.09 1.62 -2.03
H3 0.98 2.21 -0.59
C1 0.97 1.47 -1.40
H4 -1.51 -2.38 0.86
H5 0.11 -0.32 -0.24
C2 -1.86 -1.53 1.46
O1 1.12 -0.88 -1.89
H6 1.81 -0.56 -2.49
O2 -1.97 1.16 0.71
H7 1.85 1.68 -2.02
H8 -2.16 -1.90 2.44
H9 -2.72 -1.07 0.96
H10 2.06 -0.93 0.41
C3 -1.01 0.74 1.32
O3 2.15 -0.06 -0.01
O4 -0.76 -0.63 1.63
C4 1.02 0.06 -0.85

***

(2)
The following is a quantum chemistry calculation of a molecular structure, C6H8O6Pb, from the OMol25 dataset.

Maximum force ... 0.08908 hartree/bohr
Gap between HOMO and LUMO (alpha / beta) ... 7.378 / 6.319 eV
M ... 383.32 g mol⁻¹
Total charge ... +3
⟨S²⟩ ... 0.75
HOMO (alpha / beta) ... -21.301 / -21.297 eV
2S+1 ... 2

Element x y z (Å)
H1 2.49 -2.34 0.37
C1 2.87 0.70 -0.46
C2 -1.73 -0.74 0.85
H2 0.11 -0.26 1.99
H3 -2.88 1.96 -2.03
C3 -2.23 1.05 -0.66
Pb1 2.01 3.17 1.26
H4 0.27 -1.73 -0.73
O1 2.80 -0.58 -0.56
O2 -2.70 2.19 -0.94
H5 -2.26 -0.98 1.77
H6 2.36 -0.91 1.45
C4 0.62 -1.28 0.21
C5 -0.25 -0.73 1.07
O3 -2.23 0.59 0.52
H7 -2.05 -1.43 0.06
O4 -2.26 0.36 -1.79
O5 3.37 1.30 -1.52
C6 2.09 -1.33 0.47
O6 2.50 1.35 0.53
H8 -2.90 -0.37 -1.86

***

(3)
The following is a quantum chemistry calculation of 2 unconnected molecules or ions with the total composition BrH2NO2S, from the OMol25 dataset.

Maximum force ... 0.05946 hartree/bohr
Gap between HOMO and LUMO (alpha / beta) ... 6.398 / 6.398 eV
M ... 159.99 g mol⁻¹
HOMO (alpha / beta) ... -9.841 / -9.842 eV
Energy above the lowest of the compared OMol25 structures with the same formula, charge and spin ... 3.4959 eV

Element x y z (Å)
H1 1.70 -0.82 -0.62
S1 -1.00 0.35 0.06
O1 -1.12 0.95 -1.23
H2 1.94 0.53 0.22
Br1 -1.92 -1.69 0.05
N1 1.73 -0.45 0.30
O2 -1.33 1.13 1.22

***

(4)
The following is a quantum chemistry calculation of a single C8H14O molecule, from the OMol25 dataset.

Maximum force ... 0.23881 hartree/bohr
Gap between HOMO and LUMO ... 9.704 eV
M ... 126.20 g mol⁻¹
HOMO ... -8.855 eV
Energy above the lowest of the compared OMol25 structures with the same formula, charge and spin ... 6.7604 eV

Element x y z (Å)
C1 2.06 0.07 -0.10
C2 2.10 1.46 0.56
H1 1.11 -1.60 -1.18
C3 -0.33 0.12 -0.83
H2 -0.36 0.31 -1.71
C4 3.47 -0.66 -0.08
O1 -3.00 1.04 -0.96
H3 4.12 0.21 -0.41
H4 2.27 1.62 1.66
H5 2.92 2.07 0.04
H6 3.91 -1.11 0.69
H7 -3.53 -1.05 1.40
H8 -4.79 0.26 0.81
H9 -4.21 -1.10 0.13
C5 -1.34 -0.53 -0.02
C6 -3.90 -0.48 0.71
H10 -0.57 1.38 -0.86
C7 0.96 -0.47 -0.68
C8 -2.73 0.25 -0.17
H11 0.99 1.79 0.68
H12 -1.30 -0.43 1.22
H13 -1.35 -1.53 -0.04
H14 3.50 -1.63 -0.86

***

(5)
The following is a quantum chemistry calculation of a single C4H8FP molecule, from the OMol25 dataset.

Maximum force ... 0.09697 hartree/bohr
Gap between HOMO and LUMO ... 9.972 eV
M ... 106.08 g mol⁻¹
HOMO ... -9.019 eV
Energy above the lowest of the compared OMol25 structures with the same formula, charge and spin ... 0.7611 eV

Element x y z (Å)
H1 1.85 -2.22 1.67
H2 0.13 -1.76 1.23
H3 -2.56 0.60 -2.05
C1 0.22 0.38 -0.47
P1 -1.18 1.13 -0.04
C2 -1.99 1.47 -1.66
H4 -1.17 1.83 -2.31
F1 0.71 0.09 -1.63
H5 1.27 -2.20 -0.13
C3 1.15 -1.67 0.91
H6 2.24 0.37 0.65
C4 1.28 -0.11 0.79
H7 -2.68 2.26 -1.59
H8 0.79 0.24 1.60

***

(6)
The following is a quantum chemistry calculation of a molecular structure, C16H16AsFN2O8W, from the OMol25 dataset.

Maximum force ... 0.01795 hartree/bohr
Gap between HOMO and LUMO ... 7.537 eV
M ... 642.07 g mol⁻¹
HOMO ... -9.158 eV
Energy above the lowest of the compared OMol25 structures with the same formula, charge and spin ... 3.5608 eV

Element x y z (Å)
O1 0.33 1.92 1.66
O2 1.00 3.98 -0.46
H1 6.52 2.02 -0.12
H2 -4.87 -4.92 -0.37
H3 -1.63 -0.65 2.05
O3 0.37 1.68 -2.14
C1 -0.59 -1.33 -1.78
H4 -2.02 -3.04 2.22
H5 4.84 3.23 -1.22
C2 -4.43 -2.86 -0.79
N1 -1.07 2.06 -2.41
F1 -1.40 3.27 0.55
C3 -2.81 -1.80 0.66
N2 2.02 1.85 -0.10
C4 -2.69 -2.99 1.37
H6 -1.21 -2.21 -1.64
H7 -1.06 -0.64 -2.47
C5 2.06 3.89 -1.25
C6 4.69 1.69 0.32
O4 6.01 1.52 0.52
W1 -0.13 2.25 -0.34
H8 -3.78 -0.82 -0.98
H9 1.73 -1.88 0.20
As1 -0.37 -0.45 -0.07
C7 2.83 2.65 -0.80
O5 -1.01 3.31 -2.00
O6 2.48 4.69 -2.03
C8 4.20 2.56 -0.67
H10 -2.55 0.33 0.89
H11 -3.32 -5.03 1.56
H12 0.39 -1.63 -2.14
C9 -3.42 -4.11 1.00
H13 -5.11 -2.80 -1.63
C10 0.86 -1.69 0.82
C11 2.47 1.26 1.01
C12 3.81 1.11 1.23
O7 1.50 0.65 3.10
C13 -4.29 -4.05 -0.08
O8 -1.69 1.41 -1.17
C14 -1.99 -0.60 1.02
H14 0.32 -2.63 0.95
C15 1.37 1.21 2.04
C16 -3.69 -1.74 -0.42
H15 1.16 -1.32 1.79
H16 4.18 0.65 2.14

***

(7)
The following is a quantum chemistry calculation of a molecular structure, C5H8O2, from the OMol25 dataset.

Maximum force ... 0.07380 hartree/bohr
Gap between HOMO and LUMO ... 8.667 eV
M ... 100.12 g mol⁻¹
HOMO ... -8.138 eV
Energy above the lowest of the compared OMol25 structures with the same formula, charge and spin ... 2.7297 eV

Element x y z (Å)
C1 -1.73 -0.34 0.36
O1 2.22 -0.21 0.58
H1 -0.31 1.94 0.68
C2 -0.35 -0.08 -0.14
H2 0.89 0.34 2.06
H3 0.86 1.72 -0.70
O2 1.19 -0.78 -1.91
H4 -2.00 -1.39 0.25
H5 0.08 -2.05 -0.85
C3 1.17 0.36 0.99
C4 0.34 -1.00 -0.91
C5 0.33 1.25 0.13
H6 1.62 0.08 -1.78
H7 -1.81 -0.09 1.42
H8 -2.48 0.26 -0.17